(1)
ORCA calculation (ωB97M-V/def2-TZVPD) on C39H97F2N6O19RbS2 as an isolated structure in a non-equilibrium geometry.

## Properties
net charge: +1
largest force on an atom: 0.2718 hartree/bohr
spin multiplicity: 2
E_tot: -4321.6354 Eh
frontier orbital gap (spin up / spin down): 6.87 / 2.87 eV

Geometry (Å):
Rb (-1.324, -0.436, -2.475)
N (0.476, -0.491, -0.382)
S (0.647, -1.768, 0.279)
O (-0.584, -2.545, 0.583)
O (1.753, -1.897, 1.207)
F (1.225, -2.601, -1.004)
S (-0.205, 0.355, 0.957)
O (0.305, 1.699, 1.405)
O (-0.932, -0.492, 1.982)
F (-1.408, 0.896, 0.034)
C (-3.955, -2.003, 1.105)
O (-3.997, -1.614, -0.299)
C (-5.330, -1.214, -0.644)
C (-5.515, -1.060, -2.137)
N (-4.518, -0.112, -2.751)
C (-4.635, 1.267, -2.324)
C (-4.131, 2.136, -3.449)
O (-5.056, 2.112, -4.544)
C (-4.758, 3.064, -5.663)
H (-4.730, -2.699, 1.424)
H (-3.859, -1.106, 1.718)
H (-3.045, -2.512, 1.421)
H (-5.538, -0.247, -0.186)
H (-6.090, -1.869, -0.220)
H (-6.523, -0.671, -2.279)
H (-5.514, -2.045, -2.604)
H (-4.528, -0.182, -3.759)
H (-4.357, 1.567, -1.313)
H (-5.645, 1.673, -2.276)
H (-3.139, 1.876, -3.820)
H (-4.096, 3.116, -2.974)
H (-4.854, 4.135, -5.486)
H (-5.406, 2.862, -6.516)
H (-3.752, 3.056, -6.085)
C (0.780, -6.131, 1.013)
O (1.193, -6.848, 2.154)
C (2.434, -6.359, 2.751)
C (2.953, -7.310, 3.792)
N (1.826, -7.712, 4.699)
C (2.337, -8.672, 5.615)
C (3.383, -8.171, 6.567)
O (4.763, -8.278, 6.143)
C (5.128, -9.459, 5.625)
H (-0.004, -6.652, 0.465)
H (1.672, -5.871, 0.444)
H (0.368, -5.161, 1.291)
H (2.265, -5.493, 3.390)
H (3.222, -6.127, 2.035)
H (3.718, -6.803, 4.379)
H (3.211, -8.214, 3.241)
H (1.145, -8.090, 4.056)
H (2.569, -9.589, 5.074)
H (1.514, -8.921, 6.284)
H (3.528, -8.752, 7.478)
H (3.175, -7.141, 6.860)
H (6.215, -9.371, 5.642)
H (4.805, -9.521, 4.586)
H (4.901, -10.399, 6.129)
C (-4.983, -5.211, -1.675)
O (-4.232, -4.726, -2.777)
C (-2.963, -4.258, -2.401)
C (-2.321, -3.840, -3.672)
N (-0.994, -3.203, -3.424)
C (-0.240, -3.115, -4.631)
C (-0.822, -2.080, -5.698)
O (-0.663, -0.777, -5.187)
C (-1.404, 0.036, -6.126)
H (-4.455, -5.813, -0.936)
H (-5.853, -5.852, -1.820)
H (-5.433, -4.447, -1.041)
H (-2.495, -5.026, -1.786)
H (-3.122, -3.362, -1.801)
H (-3.062, -3.260, -4.222)
H (-2.021, -4.751, -4.190)
H (-0.471, -3.948, -2.985)
H (-0.031, -4.056, -5.141)
H (0.714, -2.616, -4.462)
H (-1.859, -2.396, -5.813)
H (-0.350, -1.983, -6.675)
H (-0.940, 0.033, -7.112)
H (-1.536, 1.106, -5.963)
H (-2.475, -0.165, -6.154)
C (7.140, 5.387, 0.214)
O (6.038, 4.935, 1.036)
C (4.953, 4.489, 0.281)
C (5.287, 2.983, -0.080)
N (5.299, 2.099, 1.118)
C (4.213, 1.109, 1.178)
C (4.425, 0.145, 2.400)
O (4.518, 0.930, 3.600)
C (5.241, 0.278, 4.642)
H (7.243, 6.455, 0.405)
H (6.949, 5.298, -0.856)
H (8.114, 5.016, 0.532)
H (4.829, 5.064, -0.637)
H (3.965, 4.540, 0.740)
H (6.309, 2.879, -0.444)
H (4.617, 2.648, -0.872)
H (5.119, 2.600, 1.977)
H (4.261, 0.551, 0.243)
H (3.341, 1.750, 1.053)
H (5.344, -0.397, 2.181)
H (3.513, -0.444, 2.300)
H (6.321, 0.310, 4.500)
H (5.017, -0.781, 4.513)
H (5.200, 0.597, 5.684)
C (-2.329, 5.956, 3.459)
C (-3.654, 6.340, 2.803)
C (-3.415, 6.915, 1.317)
C (-2.882, 6.004, 0.207)
C (-3.946, 4.866, 0.177)
C (-4.285, 4.165, 1.504)
N (-4.486, 5.143, 2.585)
O (-5.217, 4.624, 3.717)
C (-5.437, 3.200, 1.132)
C (-3.068, 3.280, 1.922)
C (-4.576, 7.301, 3.655)
H (-1.637, 5.452, 2.783)
H (-2.448, 5.191, 4.226)
H (-1.672, 6.744, 3.826)
H (-4.363, 7.274, 0.916)
H (-2.785, 7.789, 1.485)
H (-1.922, 5.617, 0.548)
H (-2.689, 6.599, -0.685)
H (-3.459, 4.118, -0.448)
H (-4.870, 5.251, -0.255)
H (-5.833, 2.642, 1.981)
H (-6.217, 3.838, 0.716)
H (-5.098, 2.518, 0.352)
H (-3.074, 2.397, 1.282)
H (-2.108, 3.767, 1.752)
H (-3.035, 2.866, 2.929)
H (-4.200, 8.324, 3.637)
H (-4.499, 7.076, 4.718)
H (-5.603, 7.312, 3.289)
H (-4.498, 4.261, 4.239)
C (1.738, 1.761, -3.772)
C (2.258, 0.552, -2.885)
O (2.350, 0.850, -1.427)
O (0.398, 2.254, -3.564)
H (1.765, 1.343, -4.778)
H (2.533, 2.489, -3.929)
H (3.195, 0.143, -3.263)
H (1.555, -0.281, -2.867)
H (1.645, 0.334, -1.028)
H (0.286, 2.929, -2.891)
C (5.887, -0.938, -1.558)
C (4.943, -2.047, -1.057)
O (5.234, -3.246, -1.842)
O (5.706, -0.675, -2.896)
H (6.910, -1.141, -1.242)
H (5.719, -0.032, -0.976)
H (3.884, -1.877, -1.247)
H (5.092, -2.437, -0.050)
H (4.573, -3.263, -2.538)
H (5.439, -1.464, -3.373)
C (1.131, 4.510, 0.583)
C (1.418, 3.913, -0.815)
O (0.676, 4.593, -1.806)
O (1.414, 5.966, 0.713)
H (1.683, 3.988, 1.364)
H (0.062, 4.436, 0.785)
H (1.238, 2.838, -0.840)
H (2.450, 4.064, -1.132)
H (0.836, 5.512, -1.577)
H (1.960, 6.156, 1.479)

(2)
ORCA calculation (ωB97M-V/def2-TZVPD) on C9H9CdNO4 as an isolated structure in a non-equilibrium geometry.

## Properties
net charge: +2
largest force on an atom: 0.1546 hartree/bohr
E_tot: -870.9707 Eh
frontier orbital gap: 6.22 eV

Geometry (Å):
Cd (-0.002, -0.084, -0.165)
C (0.025, 0.461, 1.911)
O (0.039, 0.720, 3.021)
C (-0.004, 1.962, -0.371)
O (-0.005, 3.088, -0.515)
C (-1.998, -0.010, -0.007)
O (-3.129, 0.000, 0.031)
C (1.997, -0.012, -0.059)
O (3.129, -0.003, -0.049)
C (-0.006, -1.610, -4.895)
H (0.924, -2.225, -4.891)
H (-0.937, -2.224, -4.868)
C (-0.009, -0.352, -5.195)
H (-0.943, 0.204, -5.447)
H (0.918, 0.203, -5.471)
C (0.424, -2.883, 3.932)
C (0.026, -3.632, 2.634)
C (0.052, -2.764, 1.549)
N (0.009, -2.011, 0.675)
H (1.438, -2.486, 3.827)
H (0.387, -3.552, 4.783)
H (-0.266, -2.049, 4.099)
H (0.722, -4.466, 2.464)
H (-0.990, -4.037, 2.754)

(3)
ORCA calculation (ωB97M-V/def2-TZVPD) on a 2-piece molecular cluster, C3H13N2O overall in a non-equilibrium geometry.

## Properties
largest force on an atom: 0.0710 hartree/bohr
spin multiplicity: 2
E_tot: -306.6774 Eh
frontier orbital gap (spin up / spin down): 3.61 / 11.41 eV

Geometry (Å):
C (-0.778, 1.347, 1.229)
N (-1.355, 0.410, 2.201)
C (-0.714, 0.549, -0.052)
N (-0.195, -0.878, 0.188)
C (1.237, -1.134, 0.448)
H (-1.273, 2.268, 0.953)
H (0.183, 1.599, 1.653)
H (-2.435, 0.388, 2.244)
H (-1.187, 0.804, 3.136)
H (-1.684, 0.372, -0.517)
H (-0.344, 1.123, -0.919)
H (-0.393, -1.452, -0.645)
H (-0.915, -1.036, 0.967)
H (1.456, -2.218, 0.188)
H (1.763, -0.338, -0.041)
H (1.565, -1.074, 1.488)
H (1.255, -1.027, -3.252)
H (1.627, -0.164, -4.357)
O (1.551, -0.101, -3.387)

(4)
ORCA calculation (ωB97M-V/def2-TZVPD) on a single C4H7NO2 molecule in a non-equilibrium geometry.

## Properties
largest force on an atom: 0.0738 hartree/bohr
E_tot: -361.7139 Eh
frontier orbital gap (spin up / spin down): 7.69 / 7.70 eV

Geometry (Å):
C (-1.408, 1.059, -0.484)
C (0.579, -0.480, -0.182)
N (1.519, 0.221, -0.940)
C (0.574, -0.767, 1.503)
C (-0.819, -0.276, -0.285)
O (0.893, -1.706, 0.461)
O (-0.597, -0.563, 1.968)
H (2.446, 0.185, -0.535)
H (1.551, -0.085, -1.907)
H (1.465, -0.645, 2.132)
H (-1.483, -1.130, -0.219)
H (-0.654, 1.819, -0.690)
H (-2.155, 1.047, -1.279)
H (-1.911, 1.320, 0.457)

(5)
ORCA calculation (ωB97M-V/def2-TZVPD) on a single C4H5FOS molecule in a non-equilibrium geometry.

## Properties
largest force on an atom: 0.0408 hartree/bohr
E_tot: -728.6679 Eh
frontier orbital gap: 10.31 eV

Geometry (Å):
C (0.620, -1.416, 0.170)
C (-0.442, -0.319, 0.003)
C (-1.491, -0.330, 0.839)
F (-2.488, 0.603, 0.757)
S (-0.356, 0.681, -1.440)
C (0.832, 1.931, -1.007)
O (1.389, 1.915, 0.038)
H (1.551, -0.884, 0.249)
H (0.354, -1.981, 1.056)
H (0.711, -2.081, -0.696)
H (-1.585, -0.927, 1.723)
H (0.903, 2.809, -1.692)

(6)
ORCA calculation (ωB97M-V/def2-TZVPD) on a 4-piece molecular cluster, C35H76FNO12S overall in a non-equilibrium geometry.

## Properties
largest force on an atom: 0.1310 hartree/bohr
E_tot: -2834.4215 Eh
frontier orbital gap: 8.99 eV

Geometry (Å):
C (-4.106, -5.862, 3.496)
C (-4.672, -5.936, 2.013)
C (-5.007, -4.489, 1.409)
C (-6.578, -4.206, 1.301)
C (-6.788, -2.632, 1.392)
C (-8.133, -2.193, 2.129)
C (-8.156, -0.631, 2.492)
C (-7.281, 0.257, 1.511)
C (-7.409, 1.821, 1.775)
C (-6.279, 2.287, 2.827)
C (-5.002, 2.941, 2.133)
C (-3.648, 2.083, 2.346)
C (-2.457, 3.132, 2.448)
C (-1.168, 2.612, 3.200)
N (-0.436, 1.482, 2.545)
C (0.989, 1.595, 3.068)
C (1.503, 0.023, 3.379)
C (1.563, -0.350, 4.981)
O (2.817, -0.093, 4.054)
S (-0.281, 1.689, 0.853)
O (0.055, 3.079, 0.431)
O (-1.467, 1.242, 0.072)
F (0.982, 0.725, 0.317)
H (-3.122, -5.313, 3.471)
H (-4.809, -5.284, 4.179)
H (-3.971, -6.885, 3.955)
H (-3.872, -6.394, 1.357)
H (-5.622, -6.553, 1.932)
H (-4.590, -4.417, 0.357)
H (-4.466, -3.717, 2.042)
H (-6.914, -4.540, 0.273)
H (-7.179, -4.760, 2.086)
H (-6.833, -2.206, 0.349)
H (-5.930, -2.118, 1.937)
H (-8.281, -2.798, 3.081)
H (-9.015, -2.431, 1.447)
H (-9.223, -0.271, 2.417)
H (-7.824, -0.453, 3.563)
H (-7.655, 0.061, 0.452)
H (-6.176, 0.009, 1.522)
H (-7.253, 2.389, 0.807)
H (-8.446, 2.064, 2.165)
H (-6.776, 3.109, 3.443)
H (-5.964, 1.448, 3.517)
H (-4.912, 4.000, 2.507)
H (-5.212, 3.017, 1.015)
H (-3.811, 1.486, 3.295)
H (-3.589, 1.399, 1.455)
H (-2.861, 3.994, 3.077)
H (-2.244, 3.604, 1.433)
H (-1.511, 2.220, 4.214)
H (-0.503, 3.507, 3.427)
H (1.707, 2.014, 2.311)
H (1.038, 2.080, 4.078)
H (1.160, -0.819, 2.643)
H (1.831, 0.549, 5.595)
H (1.593, -1.421, 5.305)
C (2.408, -4.941, -2.604)
O (3.066, -3.937, -1.855)
C (2.217, -2.853, -1.501)
C (2.550, -2.335, -0.107)
O (2.155, -3.203, 0.956)
C (2.877, -4.426, 1.098)
C (4.321, -4.259, 1.555)
O (5.134, -3.761, 0.499)
C (6.119, -2.846, 0.942)
H (2.234, -4.596, -3.629)
H (3.054, -5.819, -2.627)
H (1.461, -5.227, -2.135)
H (1.162, -3.150, -1.531)
H (2.381, -2.052, -2.231)
H (1.981, -1.415, 0.048)
H (3.602, -2.064, -0.018)
H (2.809, -5.028, 0.191)
H (2.347, -4.984, 1.876)
H (4.724, -5.236, 1.846)
H (4.349, -3.593, 2.425)
H (5.676, -2.060, 1.563)
H (6.560, -2.374, 0.062)
H (6.902, -3.370, 1.499)
C (-2.932, 10.635, -0.304)
O (-2.207, 9.653, -1.019)
C (-0.923, 10.096, -1.436)
C (0.102, 8.971, -1.346)
O (0.480, 8.621, -0.015)
C (-0.499, 7.963, 0.789)
C (-0.834, 6.545, 0.343)
O (-1.634, 6.559, -0.834)
C (-1.314, 5.513, -1.733)
H (-3.298, 11.408, -0.988)
H (-3.784, 10.144, 0.169)
H (-2.318, 11.084, 0.483)
H (-0.579, 10.942, -0.828)
H (-1.009, 10.423, -2.479)
H (1.020, 9.324, -1.822)
H (-0.215, 8.091, -1.905)
H (-1.394, 8.576, 0.893)
H (-0.054, 7.898, 1.786)
H (-1.415, 6.045, 1.128)
H (0.095, 5.987, 0.185)
H (-0.238, 5.479, -1.932)
H (-1.827, 5.709, -2.676)
H (-1.653, 4.553, -1.332)
C (10.191, -4.329, -5.417)
O (9.065, -3.474, -5.463)
C (8.427, -3.453, -6.733)
C (6.912, -3.353, -6.585)
O (6.285, -4.544, -6.111)
C (6.520, -4.908, -4.750)
C (5.881, -3.978, -3.726)
O (6.592, -2.747, -3.645)
C (5.742, -1.633, -3.452)
H (11.030, -3.879, -5.957)
H (10.468, -4.461, -4.371)
H (9.956, -5.314, -5.834)
H (8.670, -4.352, -7.313)
H (8.796, -2.574, -7.273)
H (6.495, -3.185, -7.581)
H (6.623, -2.493, -5.981)
H (7.584, -5.047, -4.561)
H (6.057, -5.893, -4.633)
H (5.923, -4.444, -2.735)
H (4.833, -3.812, -3.993)
H (4.929, -1.626, -4.187)
H (6.335, -0.728, -3.594)
H (5.332, -1.639, -2.437)

(7)
ORCA calculation (ωB97M-V/def2-TZVPD) on a 12-piece molecular cluster, H24O12 overall in a non-equilibrium geometry.

## Properties
largest force on an atom: 0.0608 hartree/bohr
E_tot: -917.1709 Eh
frontier orbital gap: 9.83 eV

Geometry (Å):
O (0.641, -0.138, -0.072)
H (0.670, -0.982, -0.537)
H (-0.297, 0.076, -0.032)
O (3.256, 0.375, -2.662)
H (3.153, 1.173, -2.131)
H (2.454, 0.344, -3.197)
O (-2.605, 4.609, -1.026)
H (-1.763, 4.865, -0.631)
H (-2.572, 3.646, -1.046)
O (-3.091, -1.628, 2.928)
H (-3.110, -1.753, 1.973)
H (-2.409, -0.961, 3.064)
O (4.378, 0.704, 0.506)
H (4.664, 1.528, 0.096)
H (4.112, 0.151, -0.238)
O (4.414, -1.443, 0.277)
H (4.163, -1.717, 1.166)
H (3.582, -1.425, -0.207)
O (-2.175, 1.279, -1.160)
H (-1.450, 1.072, -1.761)
H (-1.814, 1.096, -0.285)
O (1.663, 0.886, 2.117)
H (0.990, 1.503, 2.425)
H (2.493, 1.278, 2.411)
O (-1.238, -4.740, -1.583)
H (-2.163, -5.009, -1.564)
H (-0.956, -4.929, -2.485)
O (-0.101, -2.005, 1.495)
H (-0.287, -1.061, 1.434)
H (-0.454, -2.259, 2.355)
O (-4.058, -1.572, -1.080)
H (-3.575, -2.249, -1.567)
H (-3.529, -0.774, -1.200)
O (-1.141, 3.029, 0.912)
H (-0.685, 3.770, 1.328)
H (-1.160, 3.261, -0.023)

(8)
ORCA calculation (ωB97M-V/def2-TZVPD) on a single C23H21Cl3N4O3S molecule in a non-equilibrium geometry.

## Properties
largest force on an atom: 0.0199 hartree/bohr
E_tot: -3112.6011 Eh
frontier orbital gap: 7.70 eV

Geometry (Å):
O (2.055, 0.620, -2.239)
C (1.974, 0.075, -1.164)
N (3.028, -0.577, -0.545)
C (4.330, -0.738, -1.006)
C (5.229, -1.440, -0.200)
C (6.534, -1.633, -0.605)
C (6.969, -1.130, -1.821)
Cl (8.601, -1.376, -2.319)
C (6.078, -0.430, -2.628)
Cl (6.595, 0.204, -4.142)
C (4.767, -0.233, -2.228)
N (0.836, 0.020, -0.401)
C (-0.423, 0.560, -0.699)
C (-0.696, 1.317, -1.838)
C (-1.965, 1.787, -2.066)
C (-3.052, 1.542, -1.193)
N (-4.286, 1.988, -1.524)
C (-5.548, 1.538, -0.962)
C (-6.572, 1.856, -2.048)
C (-6.006, 3.138, -2.646)
C (-4.511, 2.837, -2.682)
C (-2.733, 0.836, -0.017)
S (-3.871, 0.603, 1.348)
O (-4.747, -0.509, 1.116)
O (-4.445, 1.865, 1.717)
N (-2.861, 0.229, 2.655)
C (-2.625, -1.037, 3.163)
C (-2.659, -2.164, 2.343)
C (-2.383, -3.417, 2.858)
C (-2.054, -3.574, 4.194)
C (-2.009, -2.466, 5.023)
C (-2.294, -1.215, 4.510)
Cl (-2.238, 0.168, 5.559)
C (-1.455, 0.352, 0.204)
H (2.856, -0.997, 0.358)
H (4.904, -1.837, 0.750)
H (7.224, -2.175, 0.021)
H (4.085, 0.310, -2.859)
H (0.869, -0.474, 0.479)
H (0.093, 1.522, -2.541)
H (-2.130, 2.359, -2.962)
H (-5.780, 2.093, -0.048)
H (-5.510, 0.477, -0.716)
H (-6.590, 1.066, -2.799)
H (-7.573, 1.979, -1.643)
H (-6.403, 3.366, -3.633)
H (-6.205, 3.978, -1.981)
H (-3.904, 3.745, -2.621)
H (-4.258, 2.304, -3.609)
H (-2.877, 0.966, 3.346)
H (-2.937, -2.043, 1.309)
H (-2.425, -4.276, 2.207)
H (-1.838, -4.552, 4.594)
H (-1.759, -2.568, 6.068)
H (-1.260, -0.190, 1.114)